A) # C25H19BrCl2N2O4S2Yb

A structure of composition C25H19BrCl2N2O4S2Yb (ωB97M-V/def2-TZVPD, the Open Molecules 2025 dataset).

## Properties
- ⟨S²⟩: 0.751
- HOMO level (alpha / beta): -4.59 / -4.59 eV

ORCA input file:
```
! RIJCOSX wB97M-V def2-TZVPD def2/J DEFGRID3
* xyz -1 2
Yb -0.0127 -0.0450 0.5472
O -0.5228 1.7712 1.7914
C 0.4616 2.2110 1.1517
O 1.4487 1.4588 0.9045
C 0.4088 3.5525 0.5099
C 0.2957 4.7453 1.1968
C 0.2785 5.9411 0.4960
C 0.4063 5.9284 -0.8869
C 0.4829 4.7374 -1.5790
C 0.4267 3.5187 -0.8956
S 0.2597 2.0056 -1.7274
H 0.2251 4.7260 2.2762
H 0.1790 6.8752 1.0296
H 0.4274 6.8652 -1.4316
H 0.5824 4.7241 -2.6539
Cl -0.9957 -2.7023 0.9444
C 0.0087 -3.6861 1.9671
C -0.2807 -5.0268 2.1261
C 0.5532 -5.8335 2.8836
C 1.6771 -5.2768 3.4757
C 1.9399 -3.9316 3.3284
Cl 3.3547 -3.2833 4.0578
C 1.1112 -3.0646 2.5847
S 1.4543 -1.3787 2.4633
H -1.1499 -5.4367 1.6381
H 0.3367 -6.8829 3.0111
H 2.3550 -5.8872 4.0508
C 4.6432 0.3990 -2.6585
C 3.6409 -0.4897 -2.0172
C 3.6511 -1.8574 -1.8267
C 2.4458 -2.1548 -1.1811
N 1.7475 -1.0371 -0.9767
N 2.4947 -0.0425 -1.4899
C 1.9594 -3.4910 -0.7487
H 5.4168 -0.2064 -3.1257
H 5.1037 1.0457 -1.9121
H 4.1698 1.0261 -3.4125
H 4.4211 -2.5468 -2.1086
H 2.0927 0.9059 -1.5428
H 2.3965 -4.2756 -1.3602
H 0.8775 -3.5335 -0.8325
H 2.2307 -3.6769 0.2892
Br -7.5512 -0.5420 -1.5458
C -6.0070 0.4760 -1.0707
C -6.1232 1.8509 -0.9734
C -5.0071 2.5887 -0.6120
C -3.8063 1.9500 -0.3542
C -3.7124 0.5669 -0.4616
C -4.8182 -0.1861 -0.8251
C -2.4031 -0.0603 -0.0690
O -1.5680 -0.4094 -0.9383
O -2.1817 -0.1671 1.1553
H -7.0675 2.3342 -1.1786
H -5.0762 3.6631 -0.5229
H -2.9283 2.5067 -0.0595
H -4.7527 -1.2619 -0.9003
*
```

---

B) # C25H19BrCl2N2O4S2Yb

A structure of composition C25H19BrCl2N2O4S2Yb (ωB97M-V/def2-TZVPD, the Open Molecules 2025 dataset).

## Properties
- ⟨S²⟩: 0.751
- HOMO level (alpha / beta): -4.49 / -4.50 eV

ORCA input file:
```
! RIJCOSX wB97M-V def2-TZVPD def2/J DEFGRID3
* xyz -1 2
Yb -0.3141 -0.6333 -0.3097
O -2.4792 -0.4423 -0.3310
C -2.3711 -1.3800 -1.1783
O -1.5394 -2.3088 -0.9968
C -3.0393 -1.2270 -2.5015
C -4.3498 -1.5619 -2.7865
C -4.8605 -1.3242 -4.0555
C -4.0471 -0.7408 -5.0184
C -2.7360 -0.3995 -4.7299
C -2.1945 -0.6401 -3.4619
S -0.5424 -0.2171 -3.0711
H -4.9695 -2.0095 -2.0180
H -5.8867 -1.5832 -4.2854
H -4.4448 -0.5461 -6.0082
H -2.1040 0.0600 -5.4796
Cl -1.2337 -2.1169 1.8587
C -0.4642 -1.9571 3.4075
C -0.9940 -2.6443 4.4821
C -0.4029 -2.5269 5.7284
C 0.7119 -1.7176 5.8808
C 1.2320 -1.0408 4.7921
Cl 2.6193 -0.0364 5.0427
C 0.6731 -1.1367 3.5007
S 1.3236 -0.3105 2.1255
H -1.8619 -3.2734 4.3319
H -0.8113 -3.0630 6.5746
H 1.1917 -1.6045 6.8439
C -0.5124 4.0503 3.3355
C -0.7996 3.3968 2.0254
C -1.4131 3.8410 0.8738
C -1.3893 2.7494 -0.0158
N -0.7862 1.7085 0.5613
N -0.4549 2.1234 1.7944
C -1.9543 2.6679 -1.3921
H -0.4571 5.1313 3.2273
H 0.4338 3.6838 3.7360
H -1.2936 3.8183 4.0624
H -1.8331 4.8170 0.6943
H 0.1346 1.5062 2.3507
H -2.1277 3.6660 -1.7936
H -2.8953 2.1146 -1.3870
H -1.2730 2.1322 -2.0496
Br 5.9477 -3.1665 -3.7548
C 5.2792 -1.7587 -2.6610
C 6.1099 -0.6915 -2.3654
C 5.6249 0.3317 -1.5622
C 4.3250 0.2897 -1.0867
C 3.5063 -0.7891 -1.3995
C 3.9835 -1.8300 -2.1843
C 2.0868 -0.7902 -0.9216
O 1.4839 -1.8715 -0.7121
O 1.5231 0.3297 -0.7533
H 7.1152 -0.6596 -2.7623
H 6.2661 1.1678 -1.3137
H 3.9235 1.0828 -0.4706
H 3.3410 -2.6695 -2.4128
*
```

---

Stability check: which of them is most stable? B).

---

A) # C5H16O2

A cluster of 3 separate species, C5H16O2 in total (ωB97M-V/def2-TZVPD, the Open Molecules 2025 dataset).

## Properties
- HOMO level: -10.77 eV

ORCA input file:
```
! RIJCOSX wB97M-V def2-TZVPD def2/J DEFGRID3
* xyz 0 1
C 2.5330 -0.3934 -0.6840
C 1.3411 0.4103 -1.2934
C 0.2091 0.9297 -0.4183
C -0.6435 -0.1099 0.2772
C -1.2721 -1.2051 -0.6171
H 3.1401 -0.7855 -1.4845
H 2.2488 -1.2662 -0.1589
H 3.0534 0.1979 0.0445
H 0.8687 -0.0815 -2.0900
H 1.9841 1.1670 -1.6671
H 0.5960 1.5963 0.3104
H -0.4649 1.5258 -0.9342
H -0.1109 -0.5164 1.2206
H -1.4689 0.3303 0.7990
H -1.7983 -1.9636 0.0324
H -1.9360 -0.7829 -1.3211
H -0.6043 -1.7315 -1.2402
H 1.9094 0.5572 3.4937
H 1.3969 -0.0785 2.1709
O 1.3405 0.7487 2.7896
H -3.6025 0.1775 -0.3124
H -4.8027 0.7816 0.4674
O -3.9172 0.4922 0.6155
*
```

---

B) # C5H16O2

A cluster of 3 separate species, C5H16O2 in total (ωB97M-V/def2-TZVPD, the Open Molecules 2025 dataset).

## Properties
- HOMO level: -10.48 eV

ORCA input file:
```
! RIJCOSX wB97M-V def2-TZVPD def2/J DEFGRID3
* xyz 0 1
C 2.4086 0.8419 -1.2532
C 1.4999 0.0374 -0.2992
C 0.3227 -0.5915 -0.8471
C -0.2467 -1.8963 -0.1687
C -0.8700 0.3229 -1.2609
H 1.8553 1.4498 -2.0488
H 3.3019 0.2466 -1.5976
H 2.8728 1.7043 -0.5969
H 0.8659 0.6901 0.5951
H 2.1374 -0.6929 0.3270
H 0.6296 -0.9650 -1.9081
H -0.9097 -2.4956 -0.8496
H 0.4122 -2.7879 0.1815
H -0.7952 -1.4932 0.7917
H -0.4381 1.0592 -1.8749
H -1.6413 -0.1753 -1.8213
H -1.3408 0.9270 -0.4011
H -1.3646 -0.2283 2.8988
H 0.0728 -0.6649 2.7201
O -0.5735 -0.4420 3.4255
H -2.4524 1.9958 1.9795
H -2.7227 1.7243 0.5601
O -3.0239 1.4337 1.4482
*
```

---

Stability check: which of them is most stable? A).

---

A) # C3H3I

The molecule C3H3I (ωB97M-V/def2-TZVPD, the Open Molecules 2025 dataset).

## Properties
- HOMO level (alpha / beta): -8.15 / -8.15 eV

ORCA input file:
```
! RIJCOSX wB97M-V def2-TZVPD def2/J DEFGRID3
* xyz 0 1
C -1.4949 0.7335 0.2277
C -2.7147 1.9732 0.2175
C -0.3307 -0.0154 -0.2262
I -3.3713 -0.1897 0.8345
H 0.5539 -0.0164 0.5707
H -0.0066 0.4451 -1.1584
H -0.6499 -1.0908 -0.3171
*
```

---

B) # C3H3I

The molecule C3H3I (ωB97M-V/def2-TZVPD, the Open Molecules 2025 dataset).

## Properties
- HOMO level (alpha / beta): -8.52 / -8.06 eV

ORCA input file:
```
! RIJCOSX wB97M-V def2-TZVPD def2/J DEFGRID3
* xyz 0 1
C 0.0495 -0.4435 0.7014
C -0.7651 -0.7078 -0.2673
C 0.9945 0.4335 0.1306
I 3.0046 -0.0290 0.0318
H 0.3052 -1.1354 1.4752
H -1.1820 0.0423 -0.9388
H 0.5688 0.9721 -0.8884
*
```

---

Stability check: which of them is most stable? B).

---

A) # C2H6NOPS

A cluster of 2 separate species, C2H6NOPS in total (ωB97M-V/def2-TZVPD, the Open Molecules 2025 dataset).

## Properties
- HOMO level: -9.41 eV

ORCA input file:
```
! RIJCOSX wB97M-V def2-TZVPD def2/J DEFGRID3
* xyz 0 1
C -0.9266 -1.7836 0.6062
C 2.1142 0.6563 -1.4152
N -2.1007 -1.3702 0.8850
O -2.3753 -0.1416 1.2831
P -1.4454 1.2530 1.6244
S -2.8660 2.5623 1.8132
H 0.0165 -1.0938 0.7121
H -0.8041 -2.6948 0.0472
H 2.9559 0.1698 -2.0119
H 2.5084 1.0106 -0.4634
H 1.2294 0.0051 -1.1164
H 1.6937 1.4267 -1.9644
*
```

---

B) # C2H6NOPS

The molecule C2H6NOPS (ωB97M-V/def2-TZVPD, the Open Molecules 2025 dataset).

## Properties
- HOMO level (alpha / beta): -8.68 / -8.05 eV

ORCA input file:
```
! RIJCOSX wB97M-V def2-TZVPD def2/J DEFGRID3
* xyz 0 1
C 0.3974 -0.1991 -1.6282
C 1.2917 1.1035 0.7571
N -2.2886 -0.1138 0.6012
O -1.1192 0.1994 0.8297
P -0.0153 1.0708 -0.5345
S -2.5827 -1.8272 0.2233
H -0.1763 -0.5019 -2.4653
H 1.3728 -0.5999 -1.4655
H 1.0543 1.7725 1.6515
H 1.3430 0.0078 1.0070
H 2.2287 1.5329 0.2168
H -1.5058 -2.4448 0.8070
*
```

---

Stability check: which of them is most stable? A).

---

A) # C8H6N2O

The molecule C8H6N2O (ωB97M-V/def2-TZVPD, the Open Molecules 2025 dataset).

## Properties
- HOMO level: -9.46 eV

ORCA input file:
```
! RIJCOSX wB97M-V def2-TZVPD def2/J DEFGRID3
* xyz 0 1
C -1.9694 -0.8435 1.4106
C -2.8962 0.1247 0.9169
C -2.2777 1.0898 0.0558
C -0.2050 0.1452 0.0399
C -0.6527 -0.8480 0.9953
C 1.1968 0.1644 -0.4986
C 3.2220 0.4135 -0.7865
C 2.7706 -0.3753 -1.7827
H -2.2735 -1.4886 2.0134
H -3.7878 0.2954 1.3906
H -2.9485 1.7001 -0.2308
H 0.2235 -1.6472 1.4427
H 4.0663 0.7535 -0.4930
H 3.0098 -0.7071 -2.6295
N -1.1271 1.0451 -0.3779
N 2.1734 0.7705 0.1132
O 1.4757 -0.5925 -1.5793
*
```

---

B) # C8H6N2O

The molecule C8H6N2O (ωB97M-V/def2-TZVPD, the Open Molecules 2025 dataset).

## Properties
- HOMO level (alpha / beta): -7.19 / -7.61 eV

ORCA input file:
```
! RIJCOSX wB97M-V def2-TZVPD def2/J DEFGRID3
* xyz 0 1
C 2.3027 0.8241 0.2616
C 1.7188 -0.3808 0.1661
C 1.5910 1.9928 0.0446
C 0.3035 -0.4203 0.0469
C -0.4169 0.8574 -0.1125
C -0.2716 -1.6158 0.0158
C -2.7842 0.5913 0.2972
C -0.9074 -2.7288 -0.2833
N 0.3023 1.9961 -0.1652
N -1.7744 1.1420 -0.2436
O -3.2745 -0.4962 0.3738
H 3.2739 1.0213 0.2683
H 2.1874 -1.3519 0.2639
H 1.8774 2.9742 0.0116
H -1.3801 -3.3388 0.5504
H -1.0446 -3.2322 -1.1710
H -1.7031 2.1657 -0.3246
*
```

---

Stability check: which of them is most stable? A).

---

A) # C6H17NO2

A cluster of 2 separate species, C6H17NO2 in total (ωB97M-V/def2-TZVPD, the Open Molecules 2025 dataset).

## Properties
- HOMO level: -9.02 eV

ORCA input file:
```
! RIJCOSX wB97M-V def2-TZVPD def2/J DEFGRID3
* xyz 0 1
C -0.4089 1.5173 -0.3972
C -1.5338 0.4972 -0.1740
C -1.8111 -0.4203 -1.3792
O -2.7501 1.2206 -0.0286
C 0.9641 1.0653 -0.9249
N 1.9726 0.8419 0.1421
C 1.9213 -0.5159 0.7094
C 3.3480 -1.0176 1.0422
H -0.7925 2.1533 -1.1955
H -0.3295 2.2490 0.4247
H -1.3856 -0.0387 0.7755
H -1.9609 -1.4618 -1.0980
H -0.9738 -0.4632 -2.0941
H -2.6834 -0.0580 -1.9191
H -2.7590 2.1230 0.2647
H 1.3476 1.7244 -1.6964
H 0.7319 0.1201 -1.4239
H 1.6606 1.4409 0.8964
H 1.3102 -0.5387 1.6285
H 1.5122 -1.1775 -0.0590
H 4.0057 -0.2138 1.3813
H 3.5894 -1.7677 1.7967
H 3.6575 -1.3762 0.0606
H -3.6319 -1.7768 1.0589
H -2.1486 -1.8265 1.3315
O -2.8518 -2.3005 0.8774
*
```

---

B) # C6H17NO2

A cluster of 3 separate species, C6H17NO2 in total (ωB97M-V/def2-TZVPD, the Open Molecules 2025 dataset).

## Properties
- HOMO level: -8.27 eV

ORCA input file:
```
! RIJCOSX wB97M-V def2-TZVPD def2/J DEFGRID3
* xyz 0 1
C -1.5018 0.2262 -2.0433
C -0.5141 -0.9490 -1.9773
C -0.3373 -1.5301 -0.5748
C 0.3663 -0.5642 0.3308
C 0.7910 -0.8210 1.5647
N 1.5518 0.1027 2.3193
C 0.9580 1.4320 2.5160
H -2.2471 -0.0571 -2.7895
H -2.0430 0.3295 -1.0992
H -1.1387 1.2179 -2.2979
H 0.4574 -0.6095 -2.3440
H -0.8728 -1.7976 -2.5619
H 0.2708 -2.4416 -0.5786
H -1.2951 -1.8761 -0.1708
H 0.5651 0.4377 -0.0401
H 0.6126 -1.7820 2.0419
H 2.5432 0.1224 2.4222
H 0.9990 1.7457 3.5606
H -0.0495 1.3833 2.1753
H 1.4785 2.2068 1.9460
H 2.1352 -0.2253 -2.8244
H 2.8676 -0.0795 -1.3794
O 2.4549 0.3453 -2.1237
H -2.8601 1.6172 0.8032
H -2.1639 0.5726 1.6043
O -3.0281 0.9938 1.5206
*
```

---

Stability check: which of them is most stable? A).

---

A) # C6H8IrN2O12

A structure of composition C6H8IrN2O12 (ωB97M-V/def2-TZVPD, the Open Molecules 2025 dataset).

## Properties
- ⟨S²⟩: 0.754
- HOMO level (alpha / beta): -9.31 / -9.84 eV

ORCA input file:
```
! RIJCOSX wB97M-V def2-TZVPD def2/J DEFGRID3
* xyz 0 2
Ir -0.1057 -0.7543 0.1639
O 1.4981 2.5223 0.8677
C 0.3471 2.0852 0.4712
O -0.2625 1.1702 1.0451
C -0.2353 2.8206 -0.7141
O -1.0496 1.9533 -1.4464
C -0.4715 1.4354 -2.6279
C 0.7313 0.4914 -2.4938
O 1.3888 0.3002 -3.4908
O 1.0353 -0.0614 -1.3414
H 1.8605 1.8839 1.5256
H 0.5748 3.2610 -1.3000
H -0.8578 3.6289 -0.3182
H -0.1444 2.2410 -3.2901
H -1.2694 0.8944 -3.1363
O -3.2883 -2.0591 2.3657
C -2.3922 -1.5824 1.7713
O -1.1491 -1.5160 1.7793
C -3.0088 -0.4819 0.1915
O -4.1439 -0.1881 0.2606
O -2.0325 -0.4420 -0.5753
O 3.3987 -1.5786 2.0586
N 2.4456 -0.9275 1.7320
O 1.6181 -1.5137 0.8805
O 2.1197 0.1402 2.2347
N -0.0159 -2.5460 -0.8158
H -0.0545 -3.3394 -0.1803
H 0.8854 -2.5677 -1.2934
H -0.7520 -2.6433 -1.5100
*
```

---

B) # C6H8IrN2O12

A structure of composition C6H8IrN2O12 (ωB97M-V/def2-TZVPD, the Open Molecules 2025 dataset).

## Properties
- ⟨S²⟩: 0.753
- HOMO level (alpha / beta): -8.03 / -9.78 eV

ORCA input file:
```
! RIJCOSX wB97M-V def2-TZVPD def2/J DEFGRID3
* xyz 0 2
Ir -0.7040 0.1719 -0.5814
O 2.9245 -1.1400 1.3315
C 1.7382 -0.5848 1.2149
O 1.0055 -0.8501 0.2721
C 1.4130 0.3457 2.3545
O 0.1139 0.8353 2.2884
C -0.8830 0.0465 2.9334
C -1.7202 -0.8933 2.0449
O -2.2366 -1.8335 2.5992
O -1.9634 -0.5599 0.8018
H 3.0932 -1.7034 0.5577
H 2.1126 1.1811 2.3034
H 1.6067 -0.2038 3.2822
H -1.5896 0.7530 3.3751
H -0.4569 -0.5475 3.7424
O 2.5969 0.7003 -3.0321
C 1.6736 0.9307 -2.3285
O 0.4671 0.6063 -2.2501
C 2.2688 2.4213 -0.8791
O 3.1700 2.9943 -1.3687
O 1.4723 2.2340 -0.0026
O -2.8343 -1.2144 -3.2172
N -2.1261 -0.8626 -2.3420
O -2.1726 0.3698 -1.8700
O -1.2590 -1.5760 -1.7491
N -1.2158 2.0019 0.2205
H -2.0189 1.8102 0.8136
H -1.4805 2.6384 -0.5254
H -0.4711 2.4290 0.7628
*
```

---

Stability check: which of them is most stable? A).